Entry 1:
Computed, not measured: a molecular structure, C10H19BF5N9OTeV, with wB97M-V/def2-TZVPD.

Structure (XYZ):
```
47
Properties=species:S:1:pos:R:3:mulliken_charge:R:1
V 0.0860 0.0875 -0.3232 0.310
C 2.0692 4.0994 0.7114 -1.041
N 0.6189 4.0044 0.8608 0.076
C -0.1861 5.2234 0.8610 -1.007
C 0.0568 2.7952 0.8519 0.819
N 0.7265 1.6688 0.8107 -0.337
N -1.3233 2.7693 0.8885 0.004
C -2.1041 1.6381 0.9341 0.410
N -3.4134 1.8524 1.1212 -0.441
N -1.5742 0.4587 0.8191 -0.048
H 2.3569 5.1444 0.7432 0.287
H 2.3890 3.6789 -0.2448 0.396
H 2.5795 3.5890 1.5294 0.377
H 0.4800 6.0782 0.8939 0.287
H -0.8294 5.2703 1.7406 0.388
H -0.7830 5.3096 -0.0515 0.388
H 1.7298 1.7901 0.7895 0.319
H -1.7976 3.6192 0.6302 0.197
H -3.7771 2.7887 1.1763 0.203
H -4.0570 1.1495 0.7949 0.232
H -2.2404 -0.2936 0.9444 0.234
B 2.5850 -1.4200 1.1579 0.153
N 2.9425 -0.8386 -0.2380 -0.393
C 4.0759 -0.8566 -0.9368 -0.091
C 3.9106 -0.0963 -2.0891 -1.113
C 2.6088 0.3713 -2.0201 -0.454
N 2.0385 -0.0819 -0.8908 0.870
N 1.3146 -2.2982 0.9412 -0.287
C 1.0852 -3.5727 1.2358 -0.067
C -0.2324 -3.8884 0.9108 -1.155
C -0.7554 -2.7162 0.4036 -0.287
N 0.1883 -1.7564 0.4347 0.493
H 3.4781 -2.1040 1.5573 -0.093
H 2.2765 -0.5019 1.8802 -0.115
H 4.9263 -1.4083 -0.5742 0.462
H 4.6291 0.0738 -2.8703 0.431
H 2.0410 0.9694 -2.7157 0.505
H 1.8682 -4.1777 1.6599 0.463
H -0.7248 -4.8380 1.0149 0.424
H -1.7254 -2.5122 -0.0219 0.469
F -3.0294 0.6301 -1.5264 -0.445
Te -1.6580 1.1928 -2.7699 1.495
F -0.1436 1.2419 -3.9661 -0.424
F -0.2189 1.9409 -1.4904 -0.593
F -2.4768 -0.0015 -4.0021 -0.390
F -2.3984 2.9904 -2.2666 -0.450
O -0.7252 -0.3041 -1.7927 -0.462
```

Orbital gap (alpha / beta) ... 7.777 / 7.010 eV
Total charge ... +1
2S+1 ... 3
Expectation value of S² ... 2.02

***

Entry 2:
Computed, not measured: a molecular structure, C16H9Cl5F5NRuS, with wB97M-V/def2-TZVPD.

Structure (XYZ):
```
38
Properties=species:S:1:pos:R:3:mulliken_charge:R:1
Ru 0.2916 0.0049 -0.3754 0.600
Cl 0.3431 -3.2932 0.4395 -0.175
C 1.4419 -2.7692 -0.7898 1.368
C 1.3915 -1.4494 -1.2294 -1.549
C 2.2700 -1.0823 -2.2504 0.962
Cl 2.2194 0.5486 -2.8355 -0.195
C 3.1844 -1.9716 -2.8013 -0.148
Cl 4.2546 -1.4737 -4.0490 -0.186
C 3.2192 -3.2831 -2.3290 0.568
Cl 4.3360 -4.4027 -2.9971 -0.174
C 2.3401 -3.6878 -1.3258 -0.098
Cl 2.3735 -5.3116 -0.7633 -0.187
F 0.8066 5.2301 3.8668 -0.291
C 0.9967 4.0291 3.3272 0.691
C 0.1599 3.5757 2.3234 -0.297
F -0.8496 4.3291 1.8898 -0.289
C 0.3920 2.3286 1.7837 0.594
F -0.4644 1.9005 0.8036 -0.126
C 1.4123 1.4866 2.1841 0.155
S 1.7034 -0.1077 1.4825 -0.423
C 2.2311 1.9726 3.1996 0.182
F 3.2413 1.2324 3.6516 -0.314
C 2.0338 3.2206 3.7638 0.095
F 2.8407 3.6536 4.7283 -0.274
C -3.1162 -1.4950 -1.7073 -1.630
C -2.6376 -0.3023 -0.8743 1.632
C -2.9278 -0.5257 0.6119 -1.510
C -3.2631 1.0022 -1.3757 -1.532
N -1.2079 -0.2209 -1.0709 -0.800
H -4.1861 -1.6319 -1.5497 0.413
H -2.5984 -2.4058 -1.4054 0.344
H -2.9357 -1.3268 -2.7688 0.417
H -4.0071 -0.5384 0.7659 0.420
H -2.5032 0.2731 1.2210 0.286
H -2.5117 -1.4752 0.9494 0.333
H -4.3469 0.9414 -1.2768 0.406
H -3.0178 1.1719 -2.4239 0.404
H -2.9094 1.8536 -0.7931 0.329
```

Orbital gap (alpha / beta) ... 7.178 / 7.179 eV
Total charge ... 0

***

Entry 3:
Computed, not measured: 33 unconnected molecules or ions with the total composition H66O33 at a distorted geometry, with wB97M-V/def2-TZVPD.

Structure (XYZ):
```
99
Properties=species:S:1:pos:R:3:mulliken_charge:R:1
O -3.9397 2.1117 -0.4266 -0.604
H -4.2464 2.2339 0.4718 0.211
H -4.5266 2.6515 -0.9561 0.271
O 0.9317 -1.3391 2.5177 0.584
H 1.0548 -0.5492 1.9912 -0.209
H 0.5673 -1.9800 1.9073 -0.075
O 4.4856 1.0653 -3.4717 -0.611
H 3.8041 0.4684 -3.1626 0.227
H 5.2650 0.5161 -3.5570 0.312
O -2.7045 -1.1662 3.4072 -0.563
H -2.9019 -1.4853 2.5266 0.371
H -2.1949 -1.8699 3.8088 0.240
O 0.2040 2.7155 2.2412 -0.687
H 0.7442 2.0566 2.6774 0.146
H 0.8268 3.2452 1.7434 0.303
O 3.8152 -0.9971 -1.1398 -0.571
H 4.0260 -1.5305 -0.3735 0.276
H 3.7629 -0.1028 -0.8027 0.235
O -1.9456 -0.5282 -4.4678 -0.677
H -2.7785 -0.8889 -4.1638 0.289
H -1.2957 -0.8789 -3.8587 0.378
O 0.8514 -0.4244 5.2343 -0.657
H 0.7373 -0.7558 4.3436 0.229
H 0.0386 0.0452 5.4216 0.346
O -0.2676 -4.6026 2.6097 -0.495
H -0.9655 -4.3878 3.2286 0.268
H -0.4316 -5.5148 2.3703 0.234
O -0.2248 -4.9516 -0.8154 -0.610
H -0.0309 -4.7934 -1.7393 0.247
H -1.0002 -5.5127 -0.8256 0.221
O -1.7029 1.4108 3.3950 -0.685
H -1.8889 0.7082 2.7721 0.048
H -1.1356 2.0137 2.9144 0.719
O -2.1791 2.3538 -3.9995 -0.517
H -2.4026 1.4530 -4.2334 0.279
H -2.7056 2.8928 -4.5898 0.255
O 2.9017 1.1342 2.3918 -0.555
H 2.5977 0.4313 2.9660 0.164
H 3.5701 1.5899 2.9035 0.216
O -1.2442 5.5227 0.1993 -0.659
H -1.3878 6.2769 -0.3722 0.257
H -1.3640 4.7632 -0.3709 0.393
O 0.7499 2.5435 -4.4933 -0.700
H 1.0500 1.9985 -3.7659 0.321
H -0.1949 2.6213 -4.3610 0.382
O -3.2854 -1.5545 0.7772 -0.731
H -3.0092 -0.8702 0.1674 0.397
H -3.2820 -2.3568 0.2551 0.233
O -5.9172 -1.2521 1.7886 -0.613
H -6.5092 -1.2440 1.0365 0.299
H -5.0471 -1.3708 1.4078 0.444
O -2.6022 -0.0143 -1.4338 -0.625
H -3.1210 -0.5618 -2.0233 0.146
H -3.1405 0.7647 -1.2940 0.326
O 4.4847 -2.3921 1.1805 -0.708
H 3.5867 -2.3078 1.5009 0.262
H 5.0136 -2.4917 1.9721 0.293
O 2.6254 -5.0152 0.1505 -0.608
H 2.5604 -4.3152 -0.4991 0.333
H 1.7990 -5.4919 0.0731 0.298
O 2.1840 -3.2028 4.3377 -0.593
H 1.7311 -3.6426 5.0572 0.281
H 1.4887 -2.9733 3.7211 0.180
O 1.2972 4.9660 0.7818 -0.886
H 0.5529 4.9600 0.1800 0.501
H 0.9653 5.3965 1.5697 0.296
O 2.7244 -3.4453 -2.1072 -0.630
H 3.0156 -2.5716 -1.8463 0.346
H 2.9547 -3.5081 -3.0342 0.342
O -0.2251 0.1219 0.1819 0.711
H 0.0550 -0.7105 -0.1988 0.222
H -0.9575 0.4024 -0.3669 -0.151
O 2.7334 3.7814 -1.1756 -0.556
H 2.4398 4.3656 -0.4765 0.342
H 3.2408 4.3437 -1.7609 0.240
O -1.6057 3.0852 -1.4343 -0.652
H -2.4755 2.9167 -1.0720 0.354
H -1.6949 2.8996 -2.3691 0.297
O 1.5367 1.0259 -1.9309 0.360
H 2.2411 1.5077 -1.4974 -0.162
H 0.7985 1.0825 -1.3243 0.031
O 0.4573 -2.4055 -0.3925 -0.230
H 0.4136 -3.3590 -0.3216 0.249
H 0.5109 -2.2370 -1.3333 0.012
O 3.7541 1.6072 -0.1769 -0.788
H 3.2377 1.5683 0.6282 0.415
H 3.6042 2.4898 -0.5157 0.422
O -0.3513 -4.5106 -4.0034 -0.641
H 0.2152 -3.7391 -4.0052 0.347
H 0.2472 -5.2476 -3.8815 0.321
O -4.5052 2.2216 2.6344 -0.667
H -5.2632 1.6695 2.8262 0.330
H -3.7507 1.6475 2.7660 0.410
O -1.6505 4.7767 2.5544 -0.741
H -1.6566 5.0649 1.6417 0.439
H -1.0517 4.0300 2.5663 0.382
O 0.3857 -1.4766 -3.0544 -0.728
H 1.0567 -0.8581 -2.7656 0.061
H 0.8658 -2.1337 -3.5582 0.239
```

Orbital gap ... 9.198 eV
Total charge ... 0

***

Entry 4:
Computed, not measured: a molecular structure, C12H16Ca2ClO16 at a distorted geometry, with wB97M-V/def2-TZVPD.

Structure (XYZ):
```
47
Properties=species:S:1:pos:R:3:mulliken_charge:R:1
Ca 3.5971 -0.3787 -3.6837 1.851
Ca -0.8566 3.8773 -2.8218 1.799
Cl 0.3633 0.2945 -1.6040 1.106
O 0.5202 0.0014 -0.2442 -0.464
O 1.7060 0.2636 -2.2566 -0.511
O -0.4549 -0.6482 -2.2692 -0.465
O -0.1932 1.6493 -1.7481 -0.448
C -3.1703 -2.4694 -2.8517 0.069
C -2.3809 -2.7147 -4.1167 -0.045
O -2.6867 -4.0605 -4.4269 -0.352
C -3.7684 -4.4598 -3.7016 0.523
O -4.3254 -5.4765 -3.8456 -0.417
O -4.1241 -3.4930 -2.7864 -0.348
H -3.6434 -1.4780 -2.8801 0.217
H -2.5683 -2.3280 -1.9454 -0.032
H -1.2984 -2.6049 -4.0300 0.162
H -2.6728 -2.0098 -4.9023 0.217
C 1.9327 -1.4038 2.2354 0.584
C 1.9682 -1.0742 3.7243 -0.501
O 3.1498 -0.2160 3.8841 -0.339
C 3.6791 0.0427 2.6970 0.693
O 4.6275 0.7333 2.4710 -0.559
O 2.9929 -0.5604 1.6974 -0.345
H 1.0673 -0.8765 1.8545 -0.385
H 2.0837 -2.4196 1.8958 0.334
H 1.8922 -1.8581 4.4677 0.381
H 1.2034 -0.3359 3.9502 0.237
C 3.0033 3.8111 1.4933 -0.405
C 3.2315 2.6313 0.5591 0.137
O 2.5518 3.0716 -0.6602 -0.322
C 1.6059 3.9150 -0.2740 0.558
O 0.6711 4.2985 -0.9723 -0.602
O 1.7647 4.3506 0.9453 -0.276
H 3.7827 4.5681 1.4320 0.268
H 2.8162 3.5096 2.5171 0.348
H 2.6927 1.7704 0.9610 -0.224
H 4.2551 2.2798 0.4715 0.494
C -2.8880 -0.3739 0.6400 0.428
C -2.8641 0.9216 1.4317 -0.254
O -1.7618 0.6748 2.3006 -0.348
C -1.6861 -0.6603 2.5373 0.657
O -1.0229 -1.1314 3.3974 -0.495
O -2.4378 -1.3315 1.6257 -0.363
H -2.1430 -0.5774 -0.1430 -0.498
H -3.8694 -0.5372 0.1959 0.440
H -3.7784 1.0738 1.9981 0.359
H -2.5635 1.7395 0.7801 0.134
```

Orbital gap ... 4.040 eV
Total charge ... +3

***

Entry 5:
Computed, not measured: C4H10OS in the gas phase at a distorted geometry, with wB97M-V/def2-TZVPD.

Structure (XYZ):
```
16
Properties=species:S:1:pos:R:3:mulliken_charge:R:1
C 1.0170 -0.1370 1.3630 -1.085
C 0.7227 0.6148 -0.0706 0.023
S 0.9329 2.4911 -0.0543 -0.237
C -0.7886 0.4764 -0.5845 -0.754
C -1.0238 -1.1503 -0.4252 -0.652
O 0.0234 -1.9321 -1.0080 -0.508
H 1.0342 -1.2174 1.1462 0.315
H 1.9764 0.2386 1.7155 0.388
H 0.1564 -0.1156 2.1055 0.257
H 1.4767 0.4632 -0.8697 0.372
H -0.3057 2.7739 0.6046 0.122
H -1.5060 1.1060 -0.0382 0.428
H -1.0489 0.8163 -1.6512 0.297
H -1.3266 -1.4960 0.5069 0.368
H -1.8900 -1.3769 -1.0577 0.353
H 0.5497 -1.5549 -1.6825 0.314
```

Structure (SMILES) ... C[C@H](S)CCO
Orbital gap ... 9.749 eV
Total charge ... 0

***

Entry 6:
Computed, not measured: 13 unconnected molecules or ions with the total composition C2H29O13 at a distorted geometry, with wB97M-V/def2-TZVPD.

Structure (XYZ):
```
44
Properties=species:S:1:pos:R:3:mulliken_charge:R:1
C -0.1383 -0.6076 1.3124 -0.324
C -0.0073 0.7264 0.6194 -0.038
O -0.9063 0.8714 -0.4806 0.586
H 0.7227 -0.8146 1.9374 0.595
H -0.1243 -1.3446 0.4924 -0.678
H -1.0883 -0.6796 1.8384 0.362
H 1.0367 0.8394 0.2444 -0.386
H -0.1423 1.4624 1.3864 0.198
O -0.1693 -2.0686 -1.7876 -0.646
H -0.1443 -1.2896 -1.2046 0.215
H -0.7993 -1.9726 -2.4726 0.285
O -3.1873 1.5494 0.5174 -0.721
H -2.2913 1.3304 0.2614 0.092
H -3.6223 0.7184 0.7804 0.286
O -1.9793 3.0234 -1.8826 -0.689
H -1.7483 2.3604 -1.2256 0.321
H -2.4913 2.4614 -2.4656 0.315
O -0.8643 4.3634 0.6484 -0.658
H -0.9713 3.5954 1.2504 0.311
H -1.7403 4.3444 0.3184 0.295
O 1.8277 -2.6146 0.6214 -0.647
H 1.0237 -2.7846 1.0974 0.312
H 2.1227 -1.7456 0.8584 0.330
O 0.8717 1.8774 -2.1476 -0.682
H 0.2617 1.5534 -1.4976 0.079
H 1.0997 2.7024 -1.7446 0.257
O 2.6667 -1.3346 -1.6896 -0.663
H 1.7637 -1.7006 -1.5536 0.395
H 3.0527 -1.0606 -0.8846 0.322
O -2.4833 -2.8916 0.1484 -0.661
H -1.8223 -3.1086 0.8154 0.313
H -2.3933 -1.9386 -0.0106 0.353
O -3.0383 -0.5976 -1.6866 -0.686
H -3.9133 -0.5606 -1.1926 0.257
H -2.3423 -0.0806 -1.2256 0.144
O 3.6847 -0.2346 1.1434 -0.691
H 4.4747 -0.8426 1.0494 0.311
H 3.7507 0.6864 0.7184 0.381
O 3.3277 2.1494 -0.1876 -0.659
H 4.0607 2.7064 0.1504 0.295
H 2.4797 2.6204 -0.2826 0.283
O -0.1573 -3.8276 2.1294 -0.674
H 0.7247 -4.2326 2.2064 0.307
H -0.3873 -3.6086 3.0774 0.305
```

Orbital gap ... 8.142 eV
Total charge ... -1

***

Energy relative to the best compared isomer or geometry (same formula, charge and spin) (eV)
0.5288 0.3771 3.7665 0.5829 1.7213 1.8528
Total energy (Eh)
-2696.64758 -3963.13098 -2522.56244 -3484.87726 -631.76143 -1071.73471